Entry 1:
Entry from the Open Molecules 2025 dataset: a molecular structure, C37H41Br2Cl5N6OSbTi (ωB97M-V/def2-TZVPD).

```
94
Properties=species:S:1:pos:R:3
Ti 0.26845 0.09240 -0.75411
Br -4.41677 2.77824 -1.24576
C -2.77130 3.41520 -0.77727
C -2.76294 4.73205 -0.29661
C -1.58319 5.30145 0.06808
Br -1.72573 7.10871 0.40844
C -0.34877 4.57800 0.13551
C 0.88552 5.02577 0.62294
C 1.94107 4.17045 0.85563
C 1.76824 2.78643 0.38177
N 0.61746 2.34182 -0.10706
C -0.40491 3.16588 -0.23841
C -1.63846 2.55382 -0.73402
O -1.61038 1.28100 -1.00966
H -3.66954 5.33944 -0.30805
H 0.80931 6.11067 0.75726
H 2.96731 4.38189 1.18324
H 2.52009 2.06120 0.59204
Cl -1.07103 0.50411 -3.91904
C -1.33761 -1.11309 -3.34420
C -0.64374 -1.57195 -2.20351
C -0.87017 -2.91298 -1.87075
Cl -0.03039 -3.58305 -0.51514
C -1.66875 -3.75191 -2.58029
Cl -1.83128 -5.42429 -2.05805
C -2.41720 -3.28930 -3.68158
Cl -3.42473 -4.42244 -4.63258
C -2.22660 -1.96138 -4.03940
Cl -3.07282 -1.39633 -5.48692
C -2.02277 -1.10323 4.44182
C -2.97019 -1.53405 3.36012
C -2.86619 -3.08412 3.16625
Sb -2.52876 -0.46560 1.58696
C -4.56074 -0.70365 0.61910
C -5.53852 -1.29128 1.58310
C -4.32865 -1.32373 -0.75347
C -2.80341 1.46588 2.41739
C -3.94120 1.77036 3.46941
C -1.42857 2.02606 2.70990
H -2.21501 -1.79494 5.39283
H -2.07896 -0.08611 4.80418
H -0.99794 -1.23751 4.12554
H -4.04671 -1.42068 3.72097
H -1.82062 -3.34230 3.32389
H -3.23610 -3.46650 2.11697
H -3.38419 -3.67233 3.94693
H -4.83349 0.32945 0.39096
H -5.26617 -2.27266 1.92769
H -6.59691 -1.40036 1.13754
H -5.69010 -0.65083 2.44370
H -4.19505 -2.40829 -0.72869
H -3.54958 -0.91750 -1.32634
H -5.26833 -1.32270 -1.35263
H -3.20876 1.95249 1.58462
H -3.60544 1.42163 4.45016
H -4.92189 1.32377 3.11055
H -4.02478 2.86521 3.56151
H -1.11068 1.83184 3.74810
H -1.41557 3.11468 2.71926
H -0.70578 1.80548 1.98097
C 1.55626 -0.75903 1.05706
C 2.70686 -0.18488 1.78305
C 2.52287 0.66417 2.91310
C 3.61309 1.37189 3.44101
C 4.93702 1.19169 2.94856
C 5.13079 0.26580 1.86604
C 3.97895 -0.28015 1.26658
C 6.09065 1.71025 3.70021
N 7.09451 2.05919 4.14841
H 0.70076 -0.97552 1.72661
H 1.95648 -1.69464 0.60151
H 1.59268 0.78665 3.38054
H 3.51115 2.01772 4.32965
H 6.13968 -0.01938 1.57093
H 4.14418 -1.02871 0.44203
C 5.43094 -2.67089 -3.38207
C 4.81779 -2.18954 -4.72574
C 3.62180 -3.11472 -5.10238
C 4.46059 -0.70883 -4.57181
N 3.65453 -0.27221 -3.41719
C 2.36322 -0.48083 -3.06894
N 2.10279 0.20134 -1.97013
N 3.30579 0.85089 -1.66718
N 4.17829 0.53900 -2.52292
H 5.97278 -3.61427 -3.60387
H 4.60513 -2.83489 -2.69026
H 6.25598 -2.03333 -2.86517
H 5.49139 -2.07029 -5.54210
H 2.89036 -3.10217 -4.26492
H 3.97861 -4.10402 -5.20991
H 3.07016 -2.82883 -5.99263
H 4.06316 -0.20121 -5.45100
H 5.34835 -0.09857 -4.36632
H 1.62226 -1.10196 -3.64254
```

Output
Charge ... -1
ΔE to the lowest compared entry with this formula, charge and spin ... 40.4 kcal per mole
E_LUMO (spin up / spin down) ... 1.960 / 1.960 eV
<S²> ... 2.01
HOMO (spin up / spin down) ... -3.70 / -4.79 eV
Kohn-Sham gap (spin up / spin down) ... 5.7 / 6.8 eV
2S+1 ... 3
Molecular weight ... 1092.5 g mol⁻¹

---

Entry 2:
Entry from the Open Molecules 2025 dataset: a molecular structure, C37H41F4N7O3RhS (ωB97M-V/def2-TZVPD).

```
94
Properties=species:S:1:pos:R:3
Rh -1.07814 0.17433 -0.01120
C -1.49286 -1.04764 -2.90472
N -1.02323 0.20500 -2.28034
C -1.83612 1.31945 -2.80227
C 0.39436 0.47166 -2.60064
C 1.43272 -0.50079 -2.02553
N 1.34354 0.07737 0.47202
C 1.62834 -0.32224 1.81968
C 0.60768 -0.46883 2.75397
F -0.66494 -0.15799 2.41678
C 0.84870 -0.90165 4.04285
F -0.17476 -1.02376 4.87828
C 2.13316 -1.19768 4.45350
C 3.15994 -1.04032 3.54659
F 4.41484 -1.30881 3.89462
C 2.91769 -0.59796 2.25911
F 3.95930 -0.44608 1.43075
H -1.42660 -0.97663 -3.99428
H -2.53302 -1.21809 -2.62908
H -0.90249 -1.89148 -2.56269
H -1.69188 1.43355 -3.88105
H -1.54776 2.24743 -2.30893
H -2.88933 1.12344 -2.61056
H 0.60965 1.48674 -2.27809
H 0.52700 0.45622 -3.68871
H 2.40795 -0.03863 -2.19554
H 1.43182 -1.41778 -2.61886
H 2.32824 -1.53737 5.46210
C 4.84699 3.95002 1.06672
C 3.98010 4.30188 -0.15011
C 3.76317 5.81585 -0.18398
C 4.69920 3.86549 -1.43900
C 2.66419 3.54451 -0.07082
C 1.42302 4.15499 -0.22071
C 0.26539 3.39736 -0.16546
N 0.27979 2.08146 0.03954
C 1.46720 1.48348 0.18810
C 2.66229 2.15956 0.13777
C 1.41170 -1.02218 -0.56414
C 2.65310 -1.85366 -0.41063
C 2.64542 -3.14348 0.02639
C 1.38300 -3.70215 0.32968
C 0.19515 -2.95659 0.12859
N 0.15749 -1.74229 -0.31745
C 3.90023 -3.99625 0.15382
C 3.91124 -4.71130 1.51268
C 5.16863 -3.15268 0.02774
C 3.86849 -5.03712 -0.97802
H 5.77965 4.51179 1.01670
H 5.10607 2.89062 1.10142
H 4.34421 4.21261 1.99982
H 4.73120 6.31685 -0.17765
H 3.20420 6.16481 0.68736
H 3.23940 6.13391 -1.08774
H 5.67154 4.35639 -1.49950
H 4.12289 4.14268 -2.32395
H 4.86696 2.78612 -1.46058
H 1.33725 5.22062 -0.37600
H -0.70621 3.86155 -0.28613
H 3.58380 1.61023 0.26340
H 3.57952 -1.35257 -0.66113
H 1.29272 -4.70887 0.71050
H -0.76209 -3.41961 0.35299
H 3.82282 -3.99930 2.33772
H 4.85286 -5.24635 1.63439
H 3.11090 -5.44600 1.60425
H 5.20335 -2.35425 0.77365
H 5.26954 -2.71095 -0.96680
H 6.03714 -3.79251 0.18342
H 2.99978 -5.69360 -0.89500
H 4.76410 -5.65825 -0.93501
H 3.83844 -4.55083 -1.95540
O -8.34459 -3.41680 0.77224
S -9.57991 -2.73478 0.42131
O -10.10551 -3.07608 -0.88750
O -10.55922 -2.66605 1.48714
C -9.06458 -1.02356 0.21218
N -9.99153 -0.09559 -0.09998
C -9.56332 1.14153 -0.27995
C -8.22322 1.50593 -0.17383
C -7.35892 0.48709 0.15328
N -7.76560 -0.75762 0.35103
C -5.88509 0.62585 0.27782
C -5.17288 1.79541 0.01120
C -3.79827 1.77949 0.07631
N -3.10280 0.68383 0.42480
C -3.79959 -0.43028 0.74365
C -5.16464 -0.50499 0.66742
H -10.31715 1.88093 -0.53000
H -7.90790 2.52852 -0.33864
H -5.67476 2.70721 -0.28173
H -3.21881 2.66515 -0.15340
H -3.21767 -1.29003 1.06186
H -5.70363 -1.41862 0.89559
```

Output
Charge ... +1
ΔE to the lowest compared entry with this formula, charge and spin ... 0.0 kcal per mole
E_LUMO (spin up / spin down) ... -3.545 / -5.512 eV
<S²> ... 6.04
HOMO (spin up / spin down) ... -8.56 / -8.56 eV
Kohn-Sham gap (spin up / spin down) ... 5.0 / 3.0 eV
2S+1 ... 5
Molecular weight ... 842.7 g mol⁻¹

---

Entry 3:
Entry from the Open Molecules 2025 dataset: a molecular structure, C37H41N6ReSb (ωB97M-V/def2-TZVPD).

```
86
Properties=species:S:1:pos:R:3
Re 0.41381 0.52292 -0.20941
C -3.52860 2.47242 -0.88835
C -2.55968 1.52603 -0.53355
N -1.28115 1.83554 -0.36831
C -0.89277 3.15093 -0.52397
C -1.80186 4.14593 -0.92114
C -3.15174 3.76953 -1.10315
C -1.33771 5.47274 -1.07282
C -0.02980 5.76106 -0.80454
C 0.87213 4.76646 -0.37480
C 0.46290 3.46090 -0.22729
N 1.19139 2.35729 0.22854
C 2.00586 2.42718 1.36772
C 2.91483 3.39346 1.72882
C 3.60605 3.30929 2.95737
C 3.40190 2.27598 3.82419
C 2.48731 1.25218 3.48120
C 2.19327 0.15187 4.31622
C 1.28591 -0.78875 3.90936
C 0.68197 -0.66322 2.65352
N 0.93756 0.35332 1.84291
C 1.81605 1.33087 2.25087
H -4.55392 2.15037 -0.99954
H -2.83609 0.49069 -0.39603
H -3.87738 4.51806 -1.39703
H -2.02898 6.24397 -1.38543
H 0.33260 6.77415 -0.91461
H 1.89400 5.05415 -0.18920
H 3.13394 4.22651 1.08089
H 4.31109 4.09092 3.20575
H 3.92876 2.22399 4.76757
H 2.68857 0.06679 5.27574
H 1.03640 -1.63735 4.53013
H -0.02058 -1.39267 2.26262
C 2.80002 -1.43507 0.63798
N 2.24257 -0.69940 -0.54686
C 3.34874 0.16046 -1.05549
C 1.84454 -1.76578 -1.48332
C 2.77679 -2.48117 -2.21461
C 2.37664 -3.59751 -2.93135
C 1.05421 -4.01298 -2.86019
C 0.12045 -3.30243 -2.12523
C 0.49328 -2.13779 -1.44361
N -0.37692 -1.30274 -0.72670
C -1.77383 -1.60060 -0.82526
C -2.35215 -1.58919 -2.10043
C -3.70445 -1.78715 -2.29259
C -4.52329 -2.01755 -1.19328
C -3.96202 -2.05403 0.06799
C -2.59557 -1.84242 0.27761
N -2.06293 -1.88864 1.60818
C -2.76573 -0.98969 2.52459
C -2.02901 -3.25607 2.13260
H 3.62612 -2.05537 0.29258
H 2.03007 -2.07734 1.05429
H 3.16685 -0.73044 1.38064
H 4.26438 -0.41908 -1.16479
H 3.52570 0.95960 -0.33835
H 3.08657 0.59262 -2.01821
H 3.81821 -2.18764 -2.22648
H 3.09710 -4.15369 -3.51439
H 0.74188 -4.90640 -3.38424
H -0.89920 -3.65544 -2.08173
H -1.70764 -1.43790 -2.95633
H -4.11864 -1.77421 -3.29239
H -5.58371 -2.18594 -1.32376
H -4.59358 -2.25324 0.92432
H -3.79671 -1.29860 2.73267
H -2.78434 0.02175 2.11538
H -2.23764 -0.95908 3.47899
H -3.03007 -3.68446 2.26394
H -1.53672 -3.25489 3.10688
H -1.46215 -3.89584 1.45708
C 1.44159 2.88138 -3.41209
Sb 0.46221 1.05270 -2.96987
C -1.40280 1.44388 -3.89508
C 1.37644 -0.19843 -4.41098
H 1.57494 2.94587 -4.49118
H 2.41382 2.92107 -2.92312
H 0.83948 3.72210 -3.07211
H -1.18770 1.81805 -4.89545
H -1.94662 2.20437 -3.33746
H -2.01013 0.54807 -3.96779
H 1.24383 0.28751 -5.37698
H 0.90932 -1.18175 -4.42014
H 2.43783 -0.31266 -4.20480
```

Output
Charge ... +2
ΔE to the lowest compared entry with this formula, charge and spin ... 12.8 kcal per mole
E_LUMO (spin up / spin down) ... -5.706 / -6.918 eV
<S²> ... 3.79
HOMO (spin up / spin down) ... -12.65 / -13.05 eV
Kohn-Sham gap (spin up / spin down) ... 6.9 / 6.1 eV
2S+1 ... 4
Molecular weight ... 877.7 g mol⁻¹

---

no.,F_max (eV/Å),electronic energy (Eh)
1,3.28,-10376.9548
2,1.18,-2951.3546
3,0.65,-2081.1354